Record 1
{
  "formula": "C2H6NP",
  "method": "the ωB97M-V functional and the def2-TZVPD basis",
  "orbital_gap_ev": 10.10,
  "homo_energy_ev": -9.94,
  "symbols": ["C", "C", "N", "P", "H", "H", "H", "H", "H", "H"],
  "positions_angstrom": [[-3.6107, 0.2554, -0.1556], [-0.0201, -0.8063, -0.1142], [-3.8176, -0.5029, -0.9717], [1.3388, -1.4487, 0.5777], [-3.5344, 0.8142, 0.7487], [-0.6338, 2.3448, 0.1451], [-0.2047, 0.0875, -0.7648], [-0.8581, -1.4299, 0.0056], [2.2871, -0.6218, 0.2885], [-1.0876, 1.6088, 0.1047]],
  "lowdin_charge": [-0.12, -0.50, 0.06, 0.76, 0.05, 0.07, -0.03, -0.06, -0.23, 0.00]
}

***

Record 2
{
  "formula": "C13H4Cl5F6NO5RhSb",
  "method": "the ωB97M-V functional and the def2-TZVPD basis",
  "total_charge": 1,
  "orbital_gap_ev": [4.59, 4.73],
  "homo_energy_ev": [-13.06, -13.06],
  "multiplicity": 2,
  "symbols": ["Rh", "Cl", "C", "C", "Cl", "C", "Cl", "C", "O", "C", "Cl", "C", "Cl", "O", "C", "O", "C", "C", "C", "C", "C", "C", "N", "O", "O", "H", "H", "H", "H", "F", "Sb", "F", "F", "F", "F", "F"],
  "positions_angstrom": [[0.3872, -1.0258, 0.2954], [-4.6659, 0.6122, 4.9966], [-3.2271, 0.2137, 4.2562], [-2.9696, 0.7389, 2.9447], [-4.1264, 1.7218, 2.1876], [-1.8004, 0.4128, 2.3215], [-1.4431, 0.9126, 0.7499], [-0.8090, -0.4482, 2.9878], [0.2601, -0.7258, 2.4692], [-1.1477, -1.0033, 4.3181], [-0.0247, -2.0040, 5.0303], [-2.3257, -0.6459, 4.9353], [-2.7109, -1.2332, 6.4832], [-0.8519, -2.4929, 0.8005], [-1.2951, -2.5755, -0.4152], [-0.9354, -1.6245, -1.1849], [-2.1422, -3.6933, -0.8479], [-2.4767, -3.8026, -2.1958], [-3.2662, -4.8575, -2.6184], [-3.6985, -5.7705, -1.6723], [-3.3724, -5.6828, -0.3283], [-2.5794, -4.6285, 0.0848], [-4.5531, -6.9038, -2.1159], [-4.7984, -6.9762, -3.2982], [-4.9082, -7.6872, -1.2627], [-2.1110, -3.0692, -2.9007], [-3.5462, -4.9841, -3.6530], [-3.7346, -6.4318, 0.3586], [-2.2908, -4.5325, 1.1212], [1.7833, -0.0696, -1.0166], [3.2324, -1.4887, -0.9106], [3.2821, -1.6088, -2.7679], [4.5362, -0.1674, -0.7785], [4.3434, -2.9369, -0.5435], [2.7859, -1.2742, 0.9694], [1.6457, -2.6340, -0.8836]],
  "lowdin_charge": [1.13, 0.90, -0.61, -0.69, 0.81, -0.55, 0.93, -0.38, 0.01, -0.56, 0.94, -0.70, 0.80, -0.09, -0.50, -0.04, -0.13, 0.03, 0.04, -0.11, 0.03, 0.02, -0.35, 0.10, 0.10, 0.13, 0.13, 0.13, 0.12, -0.43, 1.48, -0.31, -0.31, -0.31, -0.39, -0.37]
}

***

Record 3
{
  "formula": "C10H20OSi",
  "method": "the ωB97M-V functional and the def2-TZVPD basis",
  "orbital_gap_ev": 8.39,
  "homo_energy_ev": -7.88,
  "symbols": ["C", "C", "C", "C", "C", "C", "C", "C", "C", "C", "O", "Si", "H", "H", "H", "H", "H", "H", "H", "H", "H", "H", "H", "H", "H", "H", "H", "H", "H", "H", "H", "H"],
  "positions_angstrom": [[4.2866, 0.1547, -0.4985], [3.1727, -0.3246, -0.0422], [-2.0422, -0.1161, 2.6807], [-0.5582, -0.2115, 2.8707], [-2.4894, -0.7309, 1.3683], [0.1285, 0.3943, 1.6317], [-1.7900, -0.1415, 0.1624], [-0.2942, -0.2614, 0.4039], [0.9542, 0.2669, -4.0554], [0.6796, -0.4893, -2.6249], [0.5575, 1.9716, -1.4010], [0.7360, 0.4336, -0.9778], [5.2817, -0.1702, -0.3232], [4.1422, 0.8515, -1.4144], [3.0493, -1.1743, 0.6917], [-2.5434, -0.5986, 3.5776], [-2.5243, 1.0185, 2.6805], [-0.1061, 0.1469, 3.7938], [-0.3807, -1.3058, 2.9153], [-2.4530, -1.8765, 1.3830], [-3.6221, -0.6449, 1.2876], [0.0953, 1.4580, 1.6089], [1.2201, 0.2887, 1.6744], [-2.1184, -0.5293, -0.8586], [-1.8269, 1.0014, 0.3298], [0.0185, -1.4107, 0.5045], [0.2310, 1.0465, -4.1540], [1.8755, 0.8441, -4.0565], [0.8999, -0.4412, -4.8134], [1.4556, -1.3450, -2.6234], [-0.3412, -0.9570, -2.6266], [0.9382, 2.7269, -0.9036]],
  "lowdin_charge": [-0.19, -0.16, -0.25, -0.20, -0.26, -0.29, -0.22, -0.45, -0.12, -0.27, -0.13, 0.66, 0.02, 0.06, 0.02, 0.12, 0.16, 0.11, 0.12, 0.13, 0.12, 0.11, 0.08, 0.13, 0.14, 0.17, 0.04, 0.06, 0.03, 0.08, 0.06, 0.09]
}

***

Record 4
{
  "formula": "C26H44BF5MnN3O3P2",
  "method": "the ωB97M-V functional and the def2-TZVPD basis",
  "total_charge": 1,
  "orbital_gap_ev": [7.84, 8.14],
  "homo_energy_ev": [-11.20, -11.23],
  "multiplicity": 4,
  "symbols": ["Mn", "C", "C", "C", "C", "P", "C", "N", "B", "N", "C", "P", "C", "C", "C", "C", "C", "C", "C", "C", "C", "C", "C", "C", "C", "C", "C", "C", "C", "C", "H", "H", "H", "H", "H", "H", "H", "H", "H", "H", "H", "H", "H", "H", "H", "H", "H", "H", "H", "H", "H", "H", "H", "H", "H", "H", "H", "H", "H", "H", "H", "H", "H", "H", "H", "H", "H", "H", "H", "H", "H", "H", "H", "H", "F", "C", "F", "C", "F", "F", "F", "O", "N", "O", "O"],
  "positions_angstrom": [[-1.3120, -0.4138, 0.2718], [2.1037, -3.6651, -1.2461], [0.8469, -2.7981, -1.3534], [-0.1486, -3.4924, -2.2901], [1.2038, -1.4513, -1.9874], [0.0990, -2.3596, 0.3168], [1.5359, -2.0489, 1.4722], [1.8962, -0.6377, 1.4912], [1.0394, 0.4611, 1.7905], [1.5097, 1.6145, 1.1091], [0.7148, 2.7779, 0.7265], [-0.7976, 2.2320, -0.2553], [-2.1770, 3.3975, 0.2915], [-3.3696, 3.2670, -0.6620], [-1.7380, 4.8647, 0.3824], [-2.6516, 2.9743, 1.6870], [-0.3915, 2.5610, -2.0659], [1.0421, 2.0866, -2.3252], [-0.4656, 4.0269, -2.4946], [-1.3436, 1.7153, -2.9233], [2.7272, 1.2543, 0.5127], [3.6609, 2.0260, -0.1626], [4.8066, 1.4054, -0.6316], [5.0297, 0.0450, -0.4164], [4.1139, -0.7258, 0.2801], [2.9595, -0.1100, 0.7418], [-0.8379, -3.7724, 1.1164], [-1.5631, -3.1470, 2.3160], [0.0773, -4.9054, 1.5870], [-1.9184, -4.3443, 0.1917], [2.4327, -3.9238, -2.2550], [1.9191, -4.5984, -0.7148], [2.9316, -3.1437, -0.7687], [0.2464, -3.4094, -3.3054], [-1.1365, -3.0340, -2.2826], [-0.2436, -4.5525, -2.0725], [1.7001, -1.6207, -2.9464], [1.8843, -0.8665, -1.3694], [0.3001, -0.8698, -2.1821], [2.3972, -2.6559, 1.2084], [1.2175, -2.3681, 2.4603], [1.3242, 3.4752, 0.1548], [0.3663, 3.3018, 1.6135], [-3.1606, 3.6407, -1.6620], [-4.1917, 3.8623, -0.2585], [-3.7256, 2.2382, -0.7316], [-1.5143, 5.3091, -0.5821], [-0.8732, 4.9964, 1.0346], [-2.5579, 5.4372, 0.8225], [-2.9143, 1.9175, 1.7387], [-3.5524, 3.5451, 1.9225], [-1.9195, 3.2022, 2.4566], [1.7699, 2.8183, -1.9801], [1.1808, 1.9729, -3.4029], [1.2721, 1.1324, -1.8577], [0.1573, 4.6672, -1.8668], [-1.4784, 4.4226, -2.5061], [-0.0788, 4.0965, -3.5145], [-1.2123, 0.6484, -2.7395], [-1.1276, 1.8987, -3.9782], [-2.3925, 1.9537, -2.7570], [3.5192, 3.0888, -0.3082], [5.5508, 1.9894, -1.1555], [5.9417, -0.4102, -0.7775], [4.3166, -1.7701, 0.4779], [-0.8897, -2.6812, 3.0309], [-2.1009, -3.9354, 2.8474], [-2.3045, -2.4113, 1.9886], [0.8522, -4.5734, 2.2797], [0.5550, -5.4117, 0.7491], [-0.5292, -5.6461, 2.1133], [-2.5107, -3.5664, -0.2936], [-2.5966, -4.9466, 0.7999], [-1.5054, -4.9934, -0.5725], [-1.2753, -0.1486, 2.5021], [-0.1004, 0.5109, 2.9212], [-0.4683, 1.7843, 3.1832], [0.2857, -0.0571, 4.3062], [-0.6766, 0.1728, 5.1885], [1.4038, 0.5506, 4.6995], [0.5098, -1.3749, 4.2672], [-4.4621, -0.6734, -1.5155], [-3.4701, -0.6251, -0.8753], [-3.3846, -0.1127, 0.2932], [-2.3323, -1.0898, -1.2988]],
  "lowdin_charge": [0.64, -0.07, -0.65, -0.08, -0.09, 1.14, -0.21, 0.06, -0.48, 0.06, -0.22, 1.18, -0.67, -0.08, -0.07, -0.09, -0.68, -0.09, -0.08, -0.09, -0.16, -0.02, -0.07, -0.07, -0.02, -0.17, -0.67, -0.09, -0.06, -0.08, 0.10, 0.08, 0.06, 0.10, 0.07, 0.08, 0.11, 0.06, 0.05, 0.09, 0.08, 0.10, 0.09, 0.07, 0.10, 0.07, 0.06, 0.08, 0.10, 0.06, 0.10, 0.07, 0.07, 0.10, 0.05, 0.08, 0.07, 0.10, 0.05, 0.10, 0.07, 0.12, 0.11, 0.11, 0.11, 0.06, 0.10, 0.07, 0.08, 0.07, 0.10, 0.08, 0.10, 0.07, 0.01, -0.26, 0.11, -0.56, 0.20, 0.20, 0.16, 0.18, -0.50, -0.07, -0.14]
}

***

Record 5
{
  "formula": "C9H11NS",
  "method": "the ωB97M-V functional and the def2-TZVPD basis",
  "orbital_gap_ev": 7.59,
  "homo_energy_ev": -6.90,
  "symbols": ["C", "C", "C", "C", "C", "C", "C", "C", "C", "N", "S", "H", "H", "H", "H", "H", "H", "H", "H", "H", "H", "H"],
  "positions_angstrom": [[-0.0710, -2.2146, -1.2125], [0.6935, -2.7183, -0.1565], [-0.3080, -0.9165, -1.3861], [1.3318, -1.7884, 0.6206], [0.3302, 0.0525, -0.5939], [-2.7777, 0.2787, 1.4941], [-2.0534, 0.3056, 2.4814], [1.2308, 2.2924, -0.0250], [0.3551, 1.3877, -0.7862], [1.1869, -0.4898, 0.3391], [-0.6266, 2.1381, -2.0848], [-0.4532, -2.9666, -1.8381], [0.7219, -3.7987, 0.0817], [-0.9145, -0.6685, -2.2971], [1.8793, -1.9969, 1.5225], [-3.1166, 0.0312, 0.4694], [1.9007, 0.1835, 0.6674], [-1.8106, 0.7388, 3.3776], [1.0815, 3.2743, -0.3909], [2.2178, 2.1155, -0.0033], [0.9763, 2.3077, 1.0668], [-1.7740, 2.4524, -1.3461]],
  "lowdin_charge": [-0.11, -0.09, -0.06, -0.10, -0.34, 0.00, 0.00, -0.15, -0.64, 0.09, 0.73, 0.09, 0.11, 0.11, 0.12, 0.04, 0.15, -0.02, 0.05, 0.03, 0.10, -0.12]
}

***

Looking at relative energy (zero: lowest compared OMol25 entry of this formula, charge and spin) for the records above, in order, we have 2.4596; 2.1541; 4.3639; 0.0000; 3.0648 eV.
Looking at E for the records above, in order, we have -12946.272; -113725.932; -20616.809; -102445.289; -21832.584 eV.